109
Properties=species:S:1:pos:R:3:forces:R:3 method="wB97M-V/def2-TZVPD" e_tot_ev=-198501.1751 homo_ev=-3.98 total_charge=-1 homo_lumo_gap_ev=5.91
Pb 1.074245 1.203937 -0.799316 -0.32 0.00 -0.60
C -2.154449 3.004891 -0.195887 0.02 0.26 0.34
C -1.399914 2.793529 1.119196 -0.19 -0.25 -0.27
C -1.815487 1.360691 1.586028 -0.12 1.18 0.31
C -2.792380 1.436440 2.724262 0.05 -0.02 0.02
C -2.356081 1.408526 3.992434 -0.37 0.13 -0.31
C -1.000073 1.075857 4.270349 0.28 0.01 0.22
C -0.257166 0.581533 3.247205 -0.02 0.12 0.41
N -0.669532 0.573279 1.966551 -0.36 -0.17 0.27
N -1.237289 3.104967 -1.327259 -0.17 -0.06 0.02
C -1.921328 2.841654 -2.585550 -0.05 -0.04 -0.16
C -2.127882 1.384953 -2.871001 -0.37 -0.05 -0.43
C -3.338859 0.903924 -3.359130 0.09 -0.03 -0.12
C -3.392028 -0.395715 -3.836219 0.11 0.06 0.01
C -2.237661 -1.160450 -3.819182 -0.04 0.05 -0.01
C -1.099582 -0.608560 -3.248441 -0.09 -0.37 -0.31
N -1.050676 0.622068 -2.783118 -0.04 0.36 0.10
C -0.618607 4.424971 -1.375774 -0.01 0.06 0.01
C 0.745959 4.410620 -2.024288 0.28 0.46 0.11
C 1.756842 5.234683 -1.539403 -0.04 -0.04 -0.10
C 3.007283 5.170695 -2.129121 0.00 -0.04 -0.07
C 3.212610 4.282406 -3.171453 -0.04 0.17 0.15
C 2.134265 3.525586 -3.607282 0.32 -0.07 -0.30
N 0.933806 3.607519 -3.061306 -0.47 -0.08 0.13
H -2.803437 3.905416 -0.166473 -0.03 -0.29 -0.04
H -3.903769 2.023781 0.137804 0.26 -0.06 -0.03
H -1.639820 3.533828 1.879953 0.05 -0.05 0.05
H -0.331761 2.779088 0.947148 0.03 0.10 0.04
H -3.830213 1.566103 2.455982 -0.19 0.02 0.05
H -3.038689 1.566113 4.815636 -0.15 -0.04 0.04
H -0.621140 1.088199 5.278297 0.13 -0.05 0.04
H 0.710898 0.134194 3.420432 0.10 -0.04 -0.06
H -1.261197 3.207129 -3.378400 -0.21 0.00 0.10
H -2.885435 3.380565 -2.626519 0.07 -0.01 -0.02
H -4.212931 1.539939 -3.386058 -0.03 0.07 0.05
H -4.316162 -0.799300 -4.229649 -0.04 -0.01 -0.05
H -2.214255 -2.155329 -4.234672 0.03 -0.10 0.05
H -0.178191 -1.166889 -3.196979 0.13 -0.08 -0.10
H -0.510507 4.808638 -0.359909 -0.03 0.01 -0.02
H -1.269240 5.138130 -1.917060 0.00 -0.06 0.12
H 1.577722 5.901382 -0.710724 -0.05 0.04 0.15
H 3.811511 5.798792 -1.770209 0.05 0.00 0.05
H 4.182802 4.190517 -3.634030 0.04 -0.10 -0.10
H 2.227020 2.809474 -4.411481 0.11 -0.17 -0.12
C 2.411724 4.455197 2.429973 -0.02 -0.01 -0.01
C 3.574389 3.901425 2.932980 0.07 0.09 0.05
C 4.027561 2.710752 2.404281 0.19 -0.21 -0.01
C 3.328436 2.031419 1.396550 -0.51 0.81 0.19
C 2.128992 2.572263 0.872434 0.24 -0.22 0.51
C 1.735307 3.795408 1.417796 -0.04 0.08 -0.07
C 3.858864 0.780601 0.849670 -0.15 -0.79 -0.79
C 5.059568 0.207042 1.326981 0.47 -0.36 0.07
C 5.575089 -0.924194 0.760778 -0.39 0.30 -0.02
C 4.889248 -1.533531 -0.312028 -0.18 0.31 0.05
C 5.351040 -2.682863 -0.971493 -0.01 -0.33 -0.20
C 4.622812 -3.245587 -1.989666 0.40 0.00 0.33
C 3.421063 -2.659221 -2.392300 -0.38 0.34 0.08
C 2.957961 -1.521485 -1.782228 -0.05 -0.14 -0.10
C 3.670527 -0.929991 -0.725206 0.57 -0.61 -0.07
N 3.189724 0.192120 -0.145398 0.61 0.48 1.17
H 2.026212 5.385280 2.832511 0.02 0.03 -0.04
H 4.132016 4.402299 3.715036 0.01 -0.06 0.02
H 4.951560 2.314981 2.799298 0.06 -0.03 0.03
H 0.845924 4.283821 1.047345 -0.09 0.04 -0.01
H 5.581945 0.660226 2.153189 0.02 0.03 0.00
H 6.495686 -1.357795 1.128682 0.06 -0.02 0.01
H 6.291972 -3.114044 -0.659486 0.09 -0.08 0.04
H 4.977338 -4.135999 -2.489591 0.06 -0.03 -0.02
H 2.860576 -3.093015 -3.204664 -0.07 0.09 -0.17
H 2.058705 -1.028711 -2.117923 -0.04 -0.06 -0.31
Br 2.258174 -0.031080 -4.958307 0.00 -0.03 0.10
O -2.402053 0.797198 0.405171 0.18 -0.04 -0.15
N -3.011546 1.827451 -0.326070 -0.43 0.41 0.21
C 0.023290 -0.179818 0.957462 -0.08 -0.91 -0.90
Ge -1.187191 -1.822275 0.654883 0.30 -0.41 0.30
C -0.383902 -3.296298 1.763131 -0.18 0.51 -0.22
C 0.987756 -3.516798 1.749323 -0.01 0.16 -0.04
C 1.542683 -4.612799 2.385906 0.25 -0.09 0.00
C 0.730218 -5.507874 3.059253 0.02 -0.16 0.10
C -0.637611 -5.295573 3.096115 -0.03 -0.16 0.04
C -1.184181 -4.206450 2.442203 -0.18 -0.03 -0.04
C -2.985729 -1.646888 1.512360 0.62 -0.04 -0.21
C -3.041079 -1.722125 2.898051 0.27 -0.12 -0.03
C -4.241728 -1.658867 3.579080 -0.23 -0.05 0.14
C -5.424464 -1.511638 2.876282 0.01 0.05 0.19
C -5.382764 -1.379420 1.498286 -0.23 0.01 -0.16
C -4.174800 -1.439640 0.825284 0.01 -0.06 -0.15
C -1.288480 -2.922977 -1.019562 0.01 0.61 0.50
C -2.461036 -3.505551 -1.475886 -0.16 0.06 0.19
C -2.445763 -4.424734 -2.511496 -0.11 -0.15 -0.05
C -1.251502 -4.777903 -3.114979 -0.08 -0.02 -0.06
C -0.075281 -4.193904 -2.677522 0.15 -0.06 -0.08
C -0.097393 -3.286616 -1.634669 0.07 0.05 0.13
H 0.886333 -0.621598 1.466762 0.01 0.02 -0.09
H 1.631990 -2.827758 1.216462 0.15 0.05 -0.04
H 2.611556 -4.775906 2.347765 0.07 0.00 -0.01
H 1.154530 -6.378280 3.543117 0.05 0.01 0.05
H -1.280727 -5.989894 3.621644 -0.03 -0.04 0.01
H -2.257311 -4.063410 2.449907 -0.01 -0.09 0.04
H -2.121579 -1.842588 3.455511 0.04 0.02 0.11
H -4.257313 -1.727605 4.658749 0.02 0.00 0.06
H -6.368775 -1.490010 3.404228 -0.06 0.04 -0.01
H -6.303649 -1.232427 0.947703 -0.02 0.00 -0.06
H -4.154364 -1.304512 -0.247217 -0.04 0.03 -0.12
H -3.402256 -3.251826 -1.011314 -0.12 -0.01 0.03
H -3.372856 -4.869496 -2.847438 -0.07 -0.03 -0.01
H -1.237082 -5.504398 -3.916054 0.00 0.00 -0.06
H 0.861243 -4.451407 -3.150651 0.10 -0.02 -0.02
H 0.831181 -2.858477 -1.286373 0.13 0.00 -0.02